DFT (wB97M-V/def2-TZVPD) results for the molecule C22H19NO8 in a non-equilibrium geometry.

```
50
Properties=species:S:1:pos:R:3:forces:R:3:lowdin_charge:R:1
O 1.8743 0.6881 -0.7611 -0.362 -0.062 0.355 0.06
O -3.8686 4.9690 -0.5863 -0.400 -1.088 -0.105 0.10
O -4.0306 2.3893 -3.0233 0.010 -0.122 0.570 0.13
O -4.6872 0.3145 -0.6902 -0.345 -1.238 -0.140 0.16
O 5.7590 0.2447 2.0732 0.753 0.117 0.958 0.04
O -3.6768 -1.7341 0.9581 -0.364 -0.572 -0.411 0.08
O -0.6125 1.6763 0.3333 -0.408 0.027 0.260 0.14
O 0.9767 -2.9559 0.3763 -1.000 1.213 -0.512 -0.10
C 1.6756 -0.2034 0.0629 1.912 0.970 -1.140 -0.41
C -3.5779 3.7854 -0.4829 0.886 1.290 0.327 -0.35
C -4.8750 2.7006 -2.2185 -0.441 0.274 -1.232 -0.40
C -4.0844 1.2699 -0.3038 0.062 1.227 0.417 -0.23
C 6.0005 1.3752 2.8178 -0.069 1.537 0.324 -0.12
C 5.1637 2.3875 2.4449 -0.248 -1.411 -0.531 -0.06
C 4.2942 1.8029 1.4397 0.081 0.904 0.072 -0.02
C -2.1786 3.3988 -0.2424 0.534 -1.885 1.027 0.12
C 4.7369 0.5409 1.2512 -1.134 0.454 -0.767 -0.29
C -1.8939 2.1639 0.2996 0.217 3.065 -1.984 -0.15
C -1.3715 -2.3754 0.5826 -0.228 -0.291 -0.010 0.08
C -0.0225 -1.9956 0.4248 -1.405 -0.047 0.600 -0.21
C -2.3946 -1.4248 0.7080 1.149 0.706 -0.138 -0.24
C -0.7459 0.3135 0.4122 -0.347 -1.673 0.047 -0.09
C 0.2903 -0.6438 0.3340 0.509 0.583 0.502 0.01
C -2.0735 -0.0694 0.5882 1.118 -0.505 -0.401 -0.03
N 2.7546 -0.7933 0.6703 -0.947 -1.231 0.745 0.09
C 0.7029 -3.9238 -0.6234 1.346 -0.728 -1.028 -0.08
C -6.2228 3.2119 -2.6824 -0.053 0.528 0.860 0.01
C -4.5816 2.6633 -0.7278 0.543 -0.214 0.752 -0.08
C 4.1515 -0.4783 0.3080 -0.593 0.118 0.501 -0.07
C -3.3505 1.3577 2.1640 0.027 1.071 -0.176 0.05
C -2.9161 1.1679 0.6847 -0.195 -0.755 0.408 -0.27
H -4.1875 -1.0977 0.4180 -0.339 -0.228 0.145 0.08
H 6.7478 1.5002 3.6284 -0.350 -1.127 -1.036 0.13
H 5.1891 3.3968 2.8114 -0.125 0.030 0.144 0.10
H 3.4386 2.2514 0.9170 0.640 -0.233 0.257 0.12
H -1.3935 4.1111 -0.5018 -0.277 -0.273 0.084 0.14
H -1.6514 -3.4291 0.5518 0.091 0.286 0.238 0.13
H 2.5419 -1.6161 1.2618 0.528 0.937 -0.662 0.15
H 1.6898 -4.3342 -0.9371 -0.613 0.416 0.079 0.10
H 0.1654 -3.5537 -1.5264 0.371 0.074 0.811 0.12
H 0.1843 -4.7516 -0.1932 -0.698 -0.576 0.243 0.07
H -6.3559 4.2899 -2.4385 0.133 -0.702 0.283 0.11
H -6.2639 3.1574 -3.7464 -0.006 -0.289 -0.758 0.07
H -7.0369 2.6242 -2.2353 0.178 0.253 -0.029 0.09
H -5.4783 2.8474 -0.1322 -0.076 0.106 -0.103 0.17
H 4.7404 -1.3812 0.3528 0.112 -0.389 -0.012 0.12
H 4.1398 -0.1154 -0.7253 0.046 0.060 0.294 0.13
H -2.4489 1.5568 2.7408 0.091 -0.094 0.047 0.11
H -3.8415 0.5003 2.6006 -0.238 -0.265 -0.198 0.09
H -3.9649 2.2621 2.2633 -0.078 -0.247 0.024 0.10
```
Forces are in eV/Å.

structure (SMILES): COc1cc(O)c2c(c1C(=O)NCc1ccco1)OC1=CC(=O)[C@@H](C(C)=O)C(=O)[C@]12C
LUMO: -0.133 eV
DFT total energy: -1506.372988 Eh
gap between HOMO and LUMO: 8.36 eV



DFT (wB97M-V/def2-TZVPD) results for C36H74ClN13O10P3Rb as an isolated structure in a non-equilibrium geometry.

```
138
Properties=species:S:1:pos:R:3:forces:R:3:lowdin_charge:R:1
Rb 0.1514 1.0102 0.1938 0.404 -0.096 -0.263 0.61
N -1.7435 3.4841 2.6090 -0.647 1.519 0.008 0.24
H -1.9367 2.6615 2.0556 -1.275 -2.447 -1.295 -0.04
H -2.2124 4.2672 2.1764 -0.341 0.181 0.194 0.13
H -0.7551 3.6012 2.4375 1.930 0.168 0.968 -0.08
H -2.0889 3.2805 3.5360 0.527 0.309 0.304 0.14
Cl 1.3830 3.1875 2.3499 -0.385 0.023 -0.238 -0.41
O -2.3430 1.4129 1.2425 -0.508 -0.676 -0.163 -0.57
H -2.8596 0.5837 1.2338 0.513 0.763 0.157 -0.09
C -4.8987 -0.2452 4.7895 0.272 -1.841 0.244 -0.03
C -4.0382 -0.9066 3.8436 -1.694 1.699 2.015 -0.05
C -3.7063 -2.2332 4.0144 -0.492 -1.199 -0.578 -0.02
C -4.3122 -3.0521 4.9954 -0.952 2.666 1.149 -0.10
C -5.1085 -2.3501 5.9925 1.361 -1.554 -1.203 0.00
C -5.3734 -0.9890 5.8987 0.664 -0.458 -1.102 -0.08
N -4.1674 -4.5196 5.0411 -1.035 -1.705 1.166 -0.32
O -3.2342 -5.0235 4.4321 -0.741 0.620 0.343 0.07
O -5.0158 -5.2011 5.7053 2.117 2.239 -1.664 0.04
H -5.2680 0.7674 4.7210 0.399 0.173 -0.424 0.10
H -3.6780 -0.3436 2.9953 0.230 -0.047 0.010 0.08
H -3.0904 -2.5838 3.1995 0.186 -0.818 0.259 0.09
H -5.4365 -2.9031 6.8602 -0.262 -0.156 -0.126 0.11
H -5.9931 -0.5857 6.6860 0.029 0.406 -0.130 0.10
C -5.5553 3.4502 0.3174 -1.086 -2.009 -1.451 -0.04
C -5.4357 2.0466 0.0549 -0.203 1.070 0.996 -0.06
C -6.4303 1.3162 -0.5920 -0.035 1.482 -0.469 0.01
C -7.5553 2.0336 -1.0352 0.634 -0.344 1.205 -0.14
C -7.7575 3.3876 -0.7312 0.492 -0.478 -0.825 0.00
C -6.7165 4.0964 -0.1432 1.032 -0.162 0.709 -0.07
N -8.5990 1.2496 -1.6951 -2.132 1.314 -0.797 -0.36
O -8.4621 0.0860 -1.9481 1.143 -1.076 0.228 0.09
O -9.6342 1.8419 -1.9997 0.598 0.317 0.383 0.06
H -4.7204 3.9484 0.7877 -0.152 0.183 0.037 0.09
H -4.5693 1.5728 0.4923 0.236 -0.167 -0.290 0.06
H -6.3230 0.2743 -0.8551 -0.052 -0.036 0.221 0.11
H -8.6464 3.8985 -1.0705 -0.061 -0.137 0.026 0.12
H -6.7524 5.1684 -0.0170 -0.431 0.083 0.017 0.10
C 2.5559 7.9408 -1.0809 -0.691 -0.799 -1.007 -0.05
C 2.4100 6.7583 -0.3443 0.618 1.949 -0.175 -0.06
C 2.2569 5.5557 -0.9835 -0.126 -1.112 1.005 -0.03
C 2.2034 5.4716 -2.3405 -0.067 0.821 -0.832 -0.13
C 2.3025 6.6498 -3.1050 -0.374 -0.256 -0.557 -0.01
C 2.4738 7.8757 -2.5007 -0.008 -0.111 1.890 -0.07
N 1.9498 4.1275 -2.9329 0.243 1.193 -0.176 -0.30
O 2.1813 4.0519 -4.1496 -0.759 -0.993 2.106 0.08
O 1.5355 3.2795 -2.1307 0.548 0.371 -2.155 0.03
H 2.5768 8.8839 -0.5551 0.272 0.111 -0.094 0.10
H 2.4558 6.8716 0.7288 -0.113 -0.513 0.111 0.11
H 2.1387 4.6517 -0.4045 0.023 -0.056 0.178 0.09
H 2.1221 6.7312 -4.1667 0.182 -0.798 -0.162 0.11
H 2.4519 8.7715 -3.1035 0.154 0.034 0.011 0.10
O 1.5600 -1.4940 0.6682 -0.791 -0.143 -0.145 -0.36
P 1.0935 -2.6084 1.5277 -0.737 -1.447 0.228 0.59
N 1.1833 -2.2381 3.1898 1.518 -0.421 -0.027 -0.29
C 0.2370 -1.3184 3.7877 -1.787 0.134 -1.137 -0.10
C 2.5559 -1.8860 3.6067 0.454 -0.613 -0.415 -0.11
N 2.0249 -3.9941 1.2401 -0.002 0.585 0.333 -0.28
C 2.7914 -4.2146 0.0017 -0.354 0.781 0.004 -0.09
C 2.0780 -5.1131 2.1692 -0.408 -0.178 0.365 -0.13
N -0.5179 -3.1782 1.3311 1.006 -0.061 0.060 -0.27
C -0.9107 -4.5462 1.8200 0.650 1.004 0.159 -0.09
C -1.4617 -2.5599 0.4216 -0.437 -0.104 0.121 -0.11
H 0.1406 -0.4358 3.1555 0.072 0.498 0.147 0.07
H 0.3779 -0.9751 4.8126 0.841 -0.463 -0.059 0.10
H -0.7566 -1.7664 3.7794 -0.100 -0.165 0.006 0.06
H 2.8408 -0.8379 3.5159 -0.601 0.339 0.154 0.07
H 3.2823 -2.3626 2.9484 -0.017 -0.403 0.043 0.06
H 2.7264 -2.2450 4.6217 0.023 0.139 0.060 0.09
H 2.2945 -4.9242 -0.6599 0.321 -0.829 0.395 0.08
H 2.8799 -3.3774 -0.6906 -0.341 0.670 0.722 0.06
H 3.8167 -4.4220 0.3082 -0.038 -0.693 -0.359 0.08
H 1.4011 -5.9493 1.9941 -0.294 0.006 -0.750 0.06
H 3.0527 -5.6010 2.1758 0.338 0.497 0.251 0.08
H 1.7474 -4.7851 3.1547 0.598 0.162 0.166 0.07
H -0.5048 -4.6470 2.8266 -0.370 -0.138 0.099 0.07
H -1.9922 -4.6817 1.8284 -0.008 0.488 0.232 0.07
H -0.5335 -5.3948 1.2493 0.296 0.273 -0.475 0.07
H -1.0614 -1.9128 -0.3589 0.528 -0.139 0.077 0.05
H -2.1763 -1.9630 0.9884 -0.370 0.161 0.003 0.06
H -2.0043 -3.3708 -0.0642 -0.161 0.145 -0.242 0.08
O -0.0657 -0.7173 -2.4122 -0.296 -0.217 -0.560 -0.33
P -1.1010 -0.7656 -3.4735 -2.250 0.405 -1.796 0.62
N -2.7025 -0.3256 -2.9738 1.852 0.773 -0.298 -0.30
C -3.7985 -1.2702 -2.8347 0.608 0.129 0.195 -0.10
C -2.8922 1.0006 -2.2918 0.061 -0.846 -1.630 -0.08
N -1.2514 -2.2696 -4.2873 -1.563 0.157 0.621 -0.28
C -0.2805 -3.2878 -4.0034 1.851 0.409 0.102 -0.14
C -2.1649 -2.5913 -5.4365 0.467 0.775 1.155 -0.09
N -0.7880 0.3209 -4.7603 -1.136 0.186 1.481 -0.32
C -1.6994 0.6240 -5.8347 -1.526 -1.125 1.034 -0.13
C 0.5164 0.4596 -5.2746 1.924 -0.146 1.303 -0.14
H -4.1123 -1.6630 -3.8018 0.190 -0.460 0.169 0.06
H -4.6900 -0.7752 -2.4497 0.190 0.179 0.233 0.07
H -3.4363 -2.0066 -2.1173 -0.773 -0.657 -0.189 0.08
H -3.7506 1.4252 -2.8122 -0.193 0.376 0.338 0.08
H -2.0417 1.6325 -2.5475 0.080 0.017 0.248 0.08
H -3.0665 0.9725 -1.2162 0.209 -0.241 0.024 0.05
H 0.1358 -3.2067 -2.9992 -0.618 -0.167 0.360 0.07
H -0.5446 -4.3194 -4.2359 -0.503 0.187 0.075 0.09
H 0.6166 -3.0322 -4.5672 0.317 -0.500 -0.576 0.08
H -2.9134 -1.8057 -5.5401 0.233 0.043 -0.179 0.05
H -1.6113 -2.7209 -6.3664 0.103 0.147 -0.054 0.08
H -2.7309 -3.5050 -5.2551 0.173 -0.171 0.260 0.08
H -1.5742 1.6541 -6.1682 0.118 -0.239 -0.354 0.09
H -1.6225 -0.1718 -6.5756 0.357 0.530 -0.865 0.07
H -2.7189 0.4780 -5.4777 -0.213 0.460 0.139 0.07
H 0.6238 1.4714 -5.6654 0.292 -0.192 -0.390 0.09
H 0.8035 -0.3386 -5.9591 -0.131 0.118 -0.698 0.09
H 1.2213 0.3525 -4.4500 0.211 0.230 0.068 0.08
O 7.6756 1.1406 0.4919 -1.450 -0.790 -0.306 -0.31
P 6.3334 0.4697 0.4634 0.234 -0.350 -2.505 0.63
N 6.2026 -0.9405 -0.6056 0.806 1.485 0.552 -0.31
C 5.1820 -1.9764 -0.4820 0.246 1.753 1.241 -0.16
C 7.2385 -1.2185 -1.6279 0.197 0.128 1.605 -0.10
N 5.1382 1.4943 -0.2537 1.693 0.736 0.654 -0.28
C 5.0429 2.9013 0.2221 0.127 -1.226 1.671 -0.09
C 3.8687 0.9518 -0.6348 -0.693 -0.893 -0.408 -0.14
N 5.8690 -0.1169 1.9588 -0.137 -1.308 -0.424 -0.32
C 5.2910 0.7167 2.9680 -0.528 1.661 -0.568 -0.11
C 6.5337 -1.2795 2.5069 0.209 -0.261 -0.229 -0.11
H 4.6024 -2.0627 -1.4011 0.201 -0.485 -0.113 0.08
H 4.5086 -1.5709 0.2731 -0.437 -0.362 0.005 0.06
H 5.5846 -2.8908 -0.0463 0.045 -0.432 -0.535 0.07
H 7.9523 -0.4021 -1.7377 -0.498 0.365 -0.181 0.07
H 6.8065 -1.5347 -2.5773 -0.044 0.137 0.020 0.08
H 7.8715 -1.9982 -1.2041 0.061 -0.602 -0.396 0.07
H 4.5231 2.7945 1.1742 -1.001 0.824 -0.070 0.05
H 5.9766 3.3127 0.6055 0.459 -0.148 -0.913 0.08
H 4.5377 3.5685 -0.4763 0.095 -0.239 -0.009 0.07
H 3.1835 1.6142 -1.1637 0.526 0.765 0.009 0.06
H 4.0247 0.1522 -1.3590 -0.058 -0.244 0.274 0.08
H 3.2779 0.5946 0.2087 -0.049 -0.367 0.252 0.06
H 5.8513 1.6516 2.9628 -0.090 0.334 0.553 0.08
H 4.2655 0.9550 2.6855 -0.219 0.143 0.264 0.07
H 5.2905 0.3157 3.9815 0.207 -0.350 -0.275 0.09
H 6.9926 -1.8408 1.6929 -0.063 -0.227 0.177 0.07
H 5.8145 -1.8794 3.0645 -0.199 -0.325 -0.249 0.07
H 7.3045 -1.0486 3.2422 0.315 0.384 -0.095 0.09
```
Forces are in eV/Å.

LUMO: -1.016 eV
DFT total energy: -4388.525910 Eh
gap between HOMO and LUMO: 7.10 eV